[1]
DFT (the ωB97M-V functional and the def2-TZVPD basis) results for the molecule C22H25N3O.

Calculated values
**ΔE to the lowest compared entry with this formula, charge and spin**: 95.7 kJ/mol
**SMILES string**: Cc1ccc2c(C(=O)CN3CCN(c4ccccc4)CC3)c(C)[nH]c2c1
**Gap between HOMO and LUMO**: 0.301 Eh
**LUMO energy**: 0.639 eV

Each line ends with the Löwdin charge.
Positions of all 51 atoms, in Å:
C -2.45370 2.39242 -3.38050  -0.054
C -1.42904 1.38738 -2.95060  -0.285
C -1.74745 0.45853 -1.95277  -0.047
C -0.85150 -0.48795 -1.50877  -0.029
C 0.43380 -0.52977 -2.05392  -0.111
C 1.63458 -1.31020 -1.85529  -0.070
C 1.97754 -2.36774 -0.91718  -0.347
O 3.04894 -2.94684 -0.97559  0.075
C 0.96277 -2.76819 0.14640  -0.110
N 1.01950 -1.95150 1.35704  -0.136
C 1.33293 -0.54898 1.14319  -0.158
C 1.40412 0.16764 2.49502  -0.144
N 0.16450 0.04344 3.23117  -0.098
C -0.91180 0.87073 2.92422  -0.230
C -0.85774 1.85834 1.93442  -0.034
C -1.93480 2.69135 1.69660  -0.095
C -3.09916 2.57634 2.43327  -0.112
C -3.16108 1.61972 3.43306  -0.095
C -2.08979 0.78641 3.67834  -0.031
C -0.08229 -1.36522 3.46740  -0.144
C -0.19352 -2.11321 2.13576  -0.168
C 2.56824 -0.82797 -2.76792  -0.214
C 3.96231 -1.26568 -3.00338  -0.009
N 2.02172 0.18427 -3.48227  0.139
C 0.73005 0.40075 -3.07581  -0.189
C -0.17417 1.35017 -3.52714  0.020
H -3.29970 1.89166 -3.85068  0.083
H -2.83115 2.94137 -2.51915  0.077
H -2.03336 3.10033 -4.09036  0.072
H -2.73425 0.49246 -1.51395  0.114
H -1.16818 -1.17722 -0.74274  0.089
H 1.19995 -3.79496 0.44858  0.131
H -0.03918 -2.76627 -0.30668  0.110
H 2.30539 -0.48822 0.64851  0.131
H 0.58458 -0.04623 0.51183  0.101
H 1.65881 1.21908 2.36133  0.119
H 2.18648 -0.29817 3.10206  0.127
H 0.02339 1.98631 1.32610  0.097
H -1.85930 3.43443 0.91506  0.101
H -3.94086 3.22356 2.23862  0.095
H -4.05399 1.52383 4.03440  0.101
H -2.16433 0.07064 4.48266  0.101
H -0.99451 -1.51243 4.04204  0.106
H 0.76007 -1.76431 4.03910  0.127
H -0.33895 -3.18035 2.32263  0.126
H -1.08245 -1.73086 1.59656  0.125
H 4.46335 -0.60509 -3.70884  0.079
H 4.51077 -1.28888 -2.06332  0.089
H 3.97326 -2.28439 -3.38891  0.095
H 2.49669 0.70529 -4.20164  0.166
H 0.10253 2.04419 -4.30792  0.114



[2]
DFT (the ωB97M-V functional and the def2-TZVPD basis) results for a cluster of 2 separate species, C15H30NOP in total.

Calculated values
**Gap between HOMO and LUMO**: 0.162 Eh
**LUMO energy**: -0.592 eV

Each line ends with the Löwdin charge.
Positions of all 48 atoms, in Å:
P -4.13433 -2.85382 2.56601  0.187
C -2.50311 -2.87578 1.50332  -0.393
O -1.57535 -1.80074 1.80957  -0.187
C -1.98061 -0.54286 1.51020  -0.351
C -1.74438 0.45451 2.46146  -0.009
C -2.09905 1.77240 2.18849  -0.098
C -2.67867 2.09175 0.96753  -0.125
C -2.90550 1.10023 0.01313  -0.099
C -2.55192 -0.21797 0.28080  -0.061
H -4.86219 -3.50740 1.44311  -0.084
H -4.50219 -1.54242 1.98596  -0.072
H -3.35244 -2.19793 3.63579  -0.063
H -3.80686 -4.20107 3.08925  -0.091
H -5.35698 -2.84788 3.37666  -0.105
H -2.70211 -2.95124 0.42751  0.050
H -1.97476 -3.78942 1.77520  0.058
H -1.29977 0.16582 3.39936  0.114
H -1.93016 2.50899 2.95897  0.094
H -2.97241 3.10935 0.74918  0.087
H -3.36504 1.33836 -0.93361  0.096
H -2.72038 -1.00260 -0.43727  0.109
C 0.91186 -1.43845 0.02084  -0.069
C 0.36903 -0.61508 -1.14683  -0.221
C 1.39023 0.03112 -2.05704  -0.114
N 2.19039 1.14348 -1.40488  -0.243
C 1.36417 1.91753 -0.42504  0.021
C 3.42900 0.58393 -0.72908  -0.099
C 4.53007 0.71862 -1.75894  -0.146
C 4.23766 2.08444 -2.36675  -0.144
C 2.71841 2.09882 -2.48226  -0.085
H 1.50730 -0.84481 0.71817  0.068
H 0.08280 -1.85680 0.59294  0.065
H 1.52693 -2.26880 -0.33697  0.087
H -0.33470 0.13267 -0.78127  0.078
H -0.22794 -1.27997 -1.77520  0.132
H 0.87117 0.47953 -2.90329  0.130
H 2.10631 -0.69304 -2.44850  0.139
H 1.10705 1.28253 0.41726  0.103
H 0.46629 2.27186 -0.92482  0.119
H 1.95848 2.76188 -0.08378  0.113
H 3.63282 1.20337 0.14275  0.141
H 3.23452 -0.43627 -0.41512  0.118
H 4.45242 -0.06730 -2.51300  0.122
H 5.51970 0.65581 -1.31186  0.127
H 4.71666 2.22900 -3.33283  0.123
H 4.57973 2.88210 -1.70543  0.122
H 2.38983 1.73269 -3.44994  0.127
H 2.28804 3.08081 -2.30978  0.129



[3]
DFT (the ωB97M-V functional and the def2-TZVPD basis) results for the ion C3H6IN2S with charge +1 in a non-equilibrium geometry.

Calculated values
**ΔE to the lowest compared entry with this formula, charge and spin**: 218.6 kJ/mol
**SMILES string**: S[C@@H]1[NH2+]C=CN1I
**Gap between HOMO and LUMO**: 0.322 Eh
**Total charge**: +1
**LUMO energy**: -4.296 eV

Each line ends with the Löwdin charge.
Positions of all 13 atoms, in Å:
S -0.78673 2.12870 0.30764  0.726
C -1.00724 0.25727 0.18350  -0.733
N 0.43145 -0.40539 0.39511  0.031
C 0.92144 -0.53584 -1.00644  -0.033
C -0.12253 -0.50043 -1.84742  -0.024
N -1.43123 -0.35562 -0.99031  -0.574
I -3.02383 0.58127 -1.88600  0.966
H -1.15846 2.24998 1.59925  -0.116
H -1.56348 -0.22867 1.05373  0.143
H 0.36618 -1.25014 1.03315  0.201
H 0.98439 0.12066 1.12990  0.183
H 1.96457 -0.62689 -0.95610  0.113
H -0.26833 -0.54344 -2.92604  0.117



[4]
DFT (the ωB97M-V functional and the def2-TZVPD basis) results for the molecule C3H7N5 in a non-equilibrium geometry.

Calculated values
**ΔE to the lowest compared entry with this formula, charge and spin**: 207.2 kJ/mol
**SMILES string**: [H]/N=C1\NN=C(C)NN1
**Gap between HOMO and LUMO**: 0.350 Eh
**LUMO energy**: 0.931 eV

Each line ends with the Löwdin charge.
Positions of all 15 atoms, in Å:
H -3.28758 -0.76802 0.02691  0.057
N -2.73880 0.09379 0.14849  0.122
C -1.50480 0.01263 0.03032  -0.489
N -0.68851 -1.09669 -0.31228  0.019
N 0.66333 -1.19882 0.15644  0.089
C 1.27823 -0.12924 -0.05889  -0.426
C 2.75081 -0.03644 0.19651  -0.012
N 0.55025 1.02798 -0.43037  0.004
N -0.63403 1.14546 0.30173  0.026
H -1.15045 -2.01856 -0.19302  0.135
H 2.91160 -0.31585 1.20846  0.076
H 3.12259 0.95366 -0.11094  0.078
H 3.24581 -0.55572 -0.60223  0.074
H 1.08572 1.86986 -0.31244  0.119
H -1.13881 1.95090 -0.07250  0.129



[5]
DFT (the ωB97M-V functional and the def2-TZVPD basis) results for a structure of composition C17H17FeNO7P2S5 in a non-equilibrium geometry.

Calculated values
**Gap between HOMO and LUMO (spin up / spin down)**: 0.243 / 0.188 Eh
**Total charge**: -1
**Spin multiplicity**: 6
**Expectation value of S²**: 8.782
**LUMO energy (spin up / spin down)**: 1.921 / 0.211 eV

Each line ends with the Löwdin charge.
Positions of all 50 atoms, in Å:
Fe -0.35366 -0.09706 0.12679  0.501
N 1.57602 1.42331 0.13933  0.015
C 2.38302 1.74576 -0.96240  -0.265
C 2.76412 3.07394 -1.14469  -0.047
C 3.64878 3.44473 -2.13549  -0.107
C 4.18316 2.46664 -2.95560  -0.110
C 3.75421 1.16009 -2.83801  -0.044
C 2.81256 0.76361 -1.88260  -0.117
C 2.28898 -0.61027 -1.85828  -0.200
C 2.53814 -1.47449 -2.93765  -0.061
C 2.12513 -2.78868 -2.92431  -0.112
C 1.45328 -3.29391 -1.82515  -0.110
C 1.14739 -2.44282 -0.77522  -0.178
C 1.50769 -1.10251 -0.80447  -0.131
H 1.31430 2.23887 0.68271  0.090
H 1.96768 0.68906 0.72547  0.094
H 2.36645 3.82758 -0.48186  0.106
H 3.93367 4.47961 -2.25816  0.094
H 4.91627 2.72366 -3.70600  0.092
H 4.18663 0.42616 -3.50311  0.096
H 3.02331 -1.10533 -3.82811  0.087
H 2.33107 -3.42552 -3.77379  0.091
H 1.13980 -4.32718 -1.81105  0.090
H 0.61868 -2.82735 0.08485  0.061
C -3.31889 -0.66775 4.47245  -0.075
C -1.88236 -0.73148 4.01623  -0.598
O -1.05704 -1.36242 4.98324  -0.064
P -1.74972 -1.79066 2.52410  0.480
O -2.04931 -3.26228 3.09064  -0.103
O -3.01602 -1.53116 1.62042  -0.134
O -0.46047 -1.78321 1.78778  -0.307
P -1.27083 0.95331 3.49409  0.339
O 0.28108 0.85205 4.08384  -0.170
O -1.94171 2.08221 4.16358  -0.298
O -1.18025 0.86916 1.99551  -0.381
H -3.69460 -1.67127 4.66395  0.082
H -3.90138 -0.19422 3.68488  0.088
H -3.38924 -0.07244 5.37983  0.087
H -0.17867 -0.96295 4.88501  0.079
H -1.59933 -3.38945 3.92735  0.070
H -2.77078 -1.34895 0.69449  -0.044
H 0.32597 1.53642 4.75285  0.059
S -5.17789 1.70414 -5.37670  0.523
C -4.17321 1.32798 -4.13908  -1.511
S -4.00051 -0.27998 -3.49643  0.901
C -2.74383 0.07923 -2.32238  -1.097
C -2.33804 1.38725 -2.25468  -1.132
S -1.15416 1.99144 -1.20273  0.701
S -3.12918 2.48849 -3.37418  0.890
S -2.05629 -1.19134 -1.40724  0.679



[6]
DFT (the ωB97M-V functional and the def2-TZVPD basis) results for the molecule CHClF2O2 in a non-equilibrium geometry.

Calculated values
**ΔE to the lowest compared entry with this formula, charge and spin**: 31.6 kJ/mol
**Gap between HOMO and LUMO (spin up / spin down)**: 0.303 / 0.306 Eh
**Spin multiplicity**: 3
**Expectation value of S²**: 2.010
**LUMO energy (spin up / spin down)**: 0.646 / -3.428 eV

Each line ends with the Löwdin charge.
Positions of all 7 atoms, in Å:
C -1.63457 -1.29129 -1.09221  -1.050
O -0.15998 0.27303 -0.35599  0.113
O -0.68566 -1.08576 -0.17437  -0.060
F -1.14118 -1.09436 -2.33852  0.060
F -2.75552 -0.56527 -1.08355  0.088
Cl -2.14082 -2.97968 -0.83891  0.728
H 0.10803 0.34025 -1.31716  0.122



[7]
DFT (the ωB97M-V functional and the def2-TZVPD basis) results for a cluster of 3 separate species, C5H13NO in total.

Calculated values
**ΔE to the lowest compared entry with this formula, charge and spin**: 184.1 kJ/mol
**SMILES string**: C=C(C)N.C=O.C
**Gap between HOMO and LUMO**: 0.323 Eh
**LUMO energy**: 0.832 eV

Each line ends with the Löwdin charge.
Positions of all 20 atoms, in Å:
C 1.20930 0.18625 1.16725  -0.013
C 0.55291 -0.96803 1.26085  -0.514
C 0.88014 -2.16393 0.41822  -0.055
N -0.44652 -1.19463 2.19807  0.078
H 2.05074 0.30160 0.51052  0.049
H 0.95866 1.03058 1.78609  0.052
H 1.73657 -1.97041 -0.21511  0.074
H 0.03248 -2.41959 -0.20066  0.063
H 1.09535 -3.02374 1.05697  0.082
H -0.82477 -0.35366 2.60901  0.087
H -1.16814 -1.82633 1.88330  0.080
C -2.05781 0.28639 -1.06136  -0.148
O -1.85636 -0.65509 -0.35624  -0.003
H -1.84128 0.27971 -2.14010  0.085
H -2.48771 1.22924 -0.68541  0.087
C 0.43055 2.24993 -1.64624  -0.047
H 0.27219 1.52331 -0.85764  -0.024
H 1.24866 2.89981 -1.36448  0.021
H 0.68026 1.74094 -2.57311  0.026
H -0.46522 2.84764 -1.78993  0.019



- Which formula does entry 5 have?
  C17H17FeNO7P2S5



- Number 7 is which compound?
  C5H13NO